Record 1
Below is 5 unconnected molecules or ions with the total composition C21H46NO11 at a distorted geometry, with properties calculated with ωB97M-V/def2-TZVPD.

Last column: Löwdin charge in e.
Geometry (Å):
O 3.92 -1.05 -1.96  0.06
C 3.53 0.07 -2.15  -0.51
C 4.03 1.34 -1.51  -0.09
C 2.73 2.15 -1.35  -0.11
C 1.68 1.46 -2.30  -0.22
C 0.56 0.92 -1.40  -0.70
O 0.55 -0.32 -1.21  -0.03
O -0.19 1.80 -0.90  -0.07
N 2.49 0.44 -2.97  0.10
H 4.38 1.07 -0.51  0.10
H 4.84 1.84 -2.03  0.11
H 2.38 2.04 -0.32  0.11
H 2.76 3.20 -1.59  0.09
H 1.31 2.22 -2.98  0.12
H 1.97 -0.34 -3.34  0.13
C -0.19 -3.35 -0.66  -0.09
O -1.10 -4.43 -0.89  -0.20
C -1.41 -5.17 0.27  -0.22
C -2.76 -4.78 0.82  -0.22
O -2.75 -3.46 1.33  -0.20
C -3.32 -2.50 0.45  -0.10
H -0.15 -2.74 -1.56  0.08
H -0.52 -2.72 0.16  0.08
H 0.81 -3.73 -0.45  0.09
H -0.64 -5.04 1.04  0.13
H -1.43 -6.23 -0.01  0.12
H -3.01 -5.45 1.66  0.12
H -3.53 -4.91 0.05  0.12
H -4.41 -2.64 0.39  0.07
H -2.88 -2.57 -0.54  0.09
H -3.11 -1.52 0.86  0.10
C 8.32 -0.09 2.31  -0.11
O 8.94 1.15 2.05  -0.19
C 8.60 1.69 0.79  -0.21
C 7.57 2.79 0.91  -0.21
O 6.32 2.29 1.35  -0.19
C 6.05 2.54 2.71  -0.11
H 8.51 -0.34 3.36  0.09
H 7.24 -0.05 2.15  0.09
H 8.75 -0.88 1.68  0.09
H 8.23 0.91 0.12  0.13
H 9.51 2.11 0.35  0.12
H 7.41 3.23 -0.08  0.13
H 7.93 3.58 1.58  0.12
H 5.85 3.61 2.87  0.09
H 6.88 2.23 3.35  0.08
H 5.16 1.98 2.98  0.09
C -0.76 7.81 -3.69  -0.13
O -1.77 7.19 -2.92  -0.19
C -2.11 5.88 -3.39  -0.21
C -1.47 4.79 -2.56  -0.21
O -0.07 4.78 -2.70  -0.19
C 0.62 5.35 -1.61  -0.12
H -0.46 8.71 -3.17  0.08
H 0.11 7.16 -3.81  0.08
H -1.15 8.09 -4.68  0.08
H -1.82 5.77 -4.44  0.12
H -3.20 5.79 -3.33  0.12
H -1.84 3.82 -2.90  0.13
H -1.75 4.90 -1.51  0.13
H 0.52 4.70 -0.73  0.09
H 0.27 6.36 -1.38  0.08
H 1.67 5.40 -1.88  0.08
C -9.02 -4.62 3.14  -0.12
O -8.19 -3.89 2.25  -0.19
C -6.92 -3.57 2.81  -0.19
C -5.83 -4.47 2.28  -0.21
O -6.01 -5.81 2.74  -0.19
C -6.54 -6.67 1.75  -0.12
H -9.89 -4.95 2.58  0.09
H -8.50 -5.49 3.55  0.08
H -9.36 -3.98 3.97  0.09
H -6.96 -3.61 3.90  0.13
H -6.69 -2.54 2.51  0.13
H -4.87 -4.12 2.66  0.12
H -5.80 -4.44 1.19  0.12
H -5.80 -6.86 0.96  0.09
H -7.45 -6.25 1.30  0.08
H -6.78 -7.61 2.23  0.09

Results
Orbital gap (eV): 7.08
Relative energy (zero: lowest compared OMol25 entry of this formula, charge and spin) (kJ/mol): 0.0
Lowest unoccupied orbital energy (eV): 2.388
Calculated total energy (hartree): -1710.0588
Total charge: -1

---

Record 2
Below is a molecular structure, C46H66N11O6P at a distorted geometry, with properties calculated with ωB97M-V/def2-TZVPD.

Last column: Löwdin charge in e.
Geometry (Å):
C 2.31 -3.08 5.21  -0.13
O 1.02 -3.43 4.91  -0.16
C 0.10 -2.58 4.30  -0.17
C 0.59 -2.55 2.82  -0.05
N -0.63 -2.27 1.90  -0.03
H -1.30 -1.35 2.07  0.18
H -0.33 -1.85 0.81  -0.01
C -1.62 -3.32 1.66  -0.16
C -2.32 -3.12 0.30  -0.22
O -3.50 -3.96 0.25  -0.19
C -4.23 -3.87 -0.96  -0.10
H 2.68 -3.94 5.65  0.08
H 2.35 -2.27 5.80  0.04
H 3.06 -2.71 4.50  0.10
H 0.23 -1.48 4.63  0.13
H -0.86 -2.78 4.53  0.08
H 1.04 -3.67 2.35  0.20
H 1.26 -1.84 2.70  0.03
H -2.34 -3.56 2.53  0.14
H -1.07 -4.46 1.32  0.19
H -1.64 -3.33 -0.55  0.11
H -2.68 -2.04 0.24  0.13
H -4.95 -4.50 -0.92  0.01
H -3.56 -4.31 -1.78  0.11
H -4.56 -2.86 -1.41  0.11
P 0.23 0.14 -0.34  0.33
O 1.53 0.46 0.41  -0.33
O 0.31 0.58 -1.89  -0.34
O -0.94 0.66 0.43  -0.32
O 0.09 -1.38 -0.18  -0.21
N 3.76 -0.60 0.76  -0.01
C 4.87 0.22 0.97  -0.09
C 5.88 -0.68 1.07  -0.06
C 5.27 -2.09 0.85  -0.11
C 3.99 -1.94 0.75  -0.21
H 2.76 -0.16 0.62  0.05
H 4.86 1.22 1.17  0.08
H 6.71 -0.37 0.92  -0.04
H 5.88 -3.03 0.97  0.09
H 3.19 -2.78 0.87  0.14
N -0.50 2.65 -3.13  -0.01
C 0.33 3.56 -3.84  -0.07
C -0.62 4.63 -4.12  -0.12
C -1.92 4.27 -3.67  -0.17
C -1.84 3.07 -3.01  -0.16
H -0.23 1.75 -2.59  0.05
H 1.32 3.42 -3.83  0.04
H -0.34 5.46 -4.85  0.09
H -2.81 4.85 -3.70  0.07
H -2.69 2.41 -2.50  0.14
N 2.06 0.20 -3.54  0.00
C 1.72 0.41 -4.93  -0.15
C 2.83 0.27 -5.75  -0.10
C 3.91 -0.12 -4.75  -0.13
C 3.36 -0.25 -3.49  -0.18
H 1.30 0.30 -2.68  0.02
H 0.91 0.88 -5.09  0.01
H 2.75 0.42 -6.89  0.10
H 4.91 -0.34 -5.10  0.06
H 3.75 -0.59 -2.53  0.11
N -1.38 -0.56 -3.51  0.03
C -2.10 0.08 -4.43  -0.14
C -2.84 -0.90 -5.16  -0.05
C -2.41 -2.22 -4.65  -0.09
C -1.60 -1.96 -3.59  -0.13
H -0.59 -0.10 -3.09  0.06
H -1.92 1.02 -4.70  0.06
H -3.47 -0.61 -5.85  0.01
H -2.61 -3.12 -5.16  0.06
H -1.15 -2.51 -2.76  0.09
N -2.17 0.27 2.67  -0.03
C -1.67 0.24 3.93  -0.20
C -2.61 -0.21 4.80  -0.06
C -3.92 -0.42 3.95  -0.02
C -3.52 -0.03 2.68  -0.13
H -1.65 0.42 1.75  0.07
H -0.65 0.59 3.90  0.10
H -2.51 -0.19 5.87  0.07
H -4.80 -0.84 4.18  0.02
H -4.02 -0.01 1.74  0.09
N -1.26 3.08 1.23  0.00
C -1.04 4.12 0.36  -0.16
C -1.67 5.25 0.77  -0.05
C -2.11 4.84 2.21  -0.14
C -1.95 3.53 2.37  -0.22
H -1.09 1.96 1.05  0.09
H -0.63 3.96 -0.55  0.07
H -1.70 6.21 0.38  0.05
H -2.41 5.43 3.11  0.08
H -2.39 2.94 3.30  0.14
N 2.36 2.90 0.11  -0.01
C 2.94 3.78 0.96  -0.19
C 3.33 4.88 0.25  -0.11
C 2.82 4.65 -1.12  -0.08
C 2.39 3.27 -1.22  -0.09
H 2.08 1.87 0.22  0.07
H 3.03 3.74 2.07  0.11
H 3.50 5.84 0.56  0.04
H 3.05 5.27 -1.95  0.05
H 2.10 2.56 -2.03  0.10
N 1.82 0.95 2.89  0.04
C 2.61 0.19 3.73  -0.17
C 2.64 0.88 4.84  -0.09
C 1.73 2.10 4.69  -0.08
C 1.42 2.10 3.41  -0.24
H 1.77 0.69 1.86  0.07
H 3.20 -0.44 3.50  0.01
H 3.20 0.46 5.75  0.10
H 1.43 2.72 5.56  0.09
H 1.02 2.96 2.80  0.13
N -3.61 1.02 -0.58  -0.06
C -4.39 1.83 0.07  -0.18
C -5.69 1.62 -0.44  -0.01
C -5.43 0.52 -1.55  -0.09
C -4.14 0.21 -1.55  -0.18
H -2.46 0.91 -0.31  0.18
H -3.94 2.38 0.85  0.09
H -6.50 2.05 -0.09  0.00
H -6.01 0.06 -2.22  0.03
H -3.50 -0.75 -1.84  0.14
N 1.09 -3.46 -1.12  -0.01
C 1.25 -4.71 -0.47  -0.17
C 1.81 -5.62 -1.36  -0.07
C 1.98 -4.71 -2.61  -0.16
C 1.58 -3.47 -2.39  -0.21
H 0.69 -2.44 -0.63  0.07
H 0.97 -4.97 0.35  -0.04
H 2.03 -6.77 -1.31  0.10
H 2.54 -5.09 -3.55  0.09
H 1.54 -2.63 -3.15  0.13

Results
Orbital gap (eV): 7.34
Relative energy (zero: lowest compared OMol25 entry of this formula, charge and spin) (kJ/mol): 226.9
Lowest unoccupied orbital energy (eV): 4.035
Calculated total energy (hartree): -3187.0878
Total charge: -2

---

Record 3
Below is a gas-phase ion, F2H4N2P (charge +1) at a distorted geometry, with properties calculated with ωB97M-V/def2-TZVPD.

Last column: Löwdin charge in e.
Geometry (Å):
N 0.05 0.87 -1.10  0.01
P -0.75 0.44 0.28  0.66
N -0.17 -0.81 1.13  0.03
F -2.26 0.11 0.06  -0.04
F -0.95 1.64 1.29  -0.07
H -0.52 0.72 -1.95  0.11
H 0.46 1.76 -1.29  0.09
H 0.74 -1.20 1.30  0.11
H -0.76 -0.94 1.95  0.10

Results
SMILES string: NP(=[NH2+])(F)F
Orbital gap (eV): 13.58
Relative energy (zero: lowest compared OMol25 entry of this formula, charge and spin) (kJ/mol): 6.4
Lowest unoccupied orbital energy (eV): -3.903
Calculated total energy (hartree): -652.8322
Total charge: +1

---

Record 4
Below is a molecular structure, C8H19InNO2SSb at a distorted geometry, with properties calculated with ωB97M-V/def2-TZVPD.

Last column: Löwdin charge in e.
Geometry (Å):
In -0.50 -1.05 -1.15  0.97
C 2.18 -2.64 -1.22  -0.03
O 1.63 -1.41 -0.72  -0.39
C 2.04 -1.10 0.62  -0.16
C 1.15 -1.79 1.63  -0.16
O -0.17 -1.41 1.27  -0.33
C -1.20 -2.13 1.97  -0.04
H 3.27 -2.58 -1.25  0.12
H 1.80 -2.78 -2.23  0.10
H 1.89 -3.50 -0.60  0.11
H 1.95 -0.02 0.73  0.12
H 3.08 -1.39 0.79  0.16
H 1.39 -1.46 2.64  0.16
H 1.26 -2.88 1.57  0.14
H -1.03 -2.06 3.05  0.11
H -1.21 -3.18 1.68  0.11
H -2.15 -1.66 1.72  0.08
S -5.31 -1.79 -0.91  0.96
C -3.85 -1.15 -0.83  -0.82
N -2.80 -0.63 -0.74  -0.02
C -0.35 2.79 1.37  -0.24
Sb -0.26 1.94 -0.60  1.36
C -1.91 2.76 -1.68  -0.27
C 1.47 2.77 -1.53  -0.26
H -0.37 3.87 1.22  0.03
H 0.54 2.52 1.93  0.02
H -1.24 2.46 1.88  0.02
H -1.83 3.84 -1.64  0.03
H -2.84 2.44 -1.23  0.01
H -1.87 2.42 -2.72  0.02
H 1.36 3.86 -1.48  0.03
H 1.53 2.44 -2.56  0.02
H 2.37 2.48 -0.99  0.02

Results
Orbital gap (spin up / spin down) (eV): 5.18 / 6.76
Lowest unoccupied orbital energy (spin up / spin down) (eV): -9.989 / -9.464
Calculated total energy (hartree): -1349.3196
Total charge: +2

---

Record 5
Below is a single C5H10N2O molecule at a distorted geometry, with properties calculated with ωB97M-V/def2-TZVPD.

Last column: Löwdin charge in e.
Geometry (Å):
N 1.05 2.74 1.91  0.03
C 0.18 1.69 1.63  -0.23
C 0.06 1.02 0.49  -0.11
C -0.99 -0.06 0.34  -0.18
C -0.78 -1.02 -0.80  -0.39
N -1.37 -2.33 -0.56  0.04
C 0.69 -1.29 -1.12  -0.24
O 1.28 -0.67 -1.96  0.06
H 1.48 2.81 2.82  0.08
H 1.62 3.02 1.13  0.08
H -0.57 1.52 2.39  0.11
H 0.71 1.16 -0.36  0.10
H -1.09 -0.64 1.26  0.12
H -2.00 0.34 0.38  0.11
H -1.10 -0.59 -1.75  0.14
H -1.16 -2.95 -1.33  0.08
H -2.36 -2.31 -0.36  0.08
H 1.13 -2.11 -0.53  0.13

Results
SMILES string: N/C=C/C[C@H](N)C=O
Orbital gap (eV): 9.19
Relative energy (zero: lowest compared OMol25 entry of this formula, charge and spin) (kJ/mol): 168.0
Lowest unoccupied orbital energy (eV): 1.091
Calculated total energy (hartree): -381.2215

---

Record 6
Below is a molecular structure, C15H20InNO8P2S at a distorted geometry, with properties calculated with ωB97M-V/def2-TZVPD.

Last column: Löwdin charge in e.
Geometry (Å):
In -0.12 -0.08 -0.44  1.04
C 2.90 -4.13 -1.32  -0.06
C 2.02 -2.90 -1.26  -0.61
O 1.85 -2.25 -2.51  -0.05
P 0.31 -3.36 -0.85  0.49
O -0.04 -4.58 -1.80  -0.06
O 0.23 -4.06 0.56  -0.06
O -0.69 -2.27 -0.99  -0.29
P 2.77 -1.71 -0.06  0.32
O 2.34 -2.38 1.37  -0.18
O 4.23 -1.69 -0.19  -0.25
O 2.04 -0.39 -0.16  -0.37
H 2.57 -4.83 -2.08  0.09
H 2.87 -4.63 -0.36  0.09
H 3.93 -3.83 -1.52  0.09
H 2.64 -1.71 -2.68  0.12
H -0.10 -4.30 -2.71  0.10
H 0.05 -3.39 1.22  0.08
H 3.15 -2.74 1.73  0.09
C 0.48 -0.21 4.25  -0.18
S 0.97 -0.03 2.48  0.97
O -0.10 -0.84 1.80  -0.57
C 0.42 1.68 2.37  -0.41
C -0.93 1.97 2.27  -0.11
C -1.35 3.28 2.23  -0.06
C -0.42 4.31 2.29  -0.06
C 0.94 4.02 2.37  -0.06
C 1.36 2.70 2.41  -0.07
H -0.56 0.08 4.37  0.06
H 1.12 0.40 4.87  0.06
H 0.60 -1.26 4.51  0.05
H -1.64 1.15 2.22  0.11
H -2.40 3.50 2.15  0.11
H -0.75 5.33 2.26  0.11
H 1.66 4.82 2.40  0.11
H 2.41 2.45 2.46  0.12
N -1.03 1.72 -0.84  -0.07
C -1.90 1.70 -1.81  -0.54
C -2.40 0.58 -2.51  -0.10
C -3.38 0.68 -3.47  -0.12
C -3.91 1.92 -3.81  -0.14
C -3.43 3.04 -3.15  -0.13
C -2.45 2.96 -2.19  -0.06
H -1.97 -0.38 -2.24  0.05
H -3.72 -0.21 -3.97  0.10
H -4.67 2.01 -4.57  0.08
H -3.81 4.02 -3.40  0.09
H -2.08 3.84 -1.69  0.09

Results
Orbital gap (eV): 6.03
Relative energy (zero: lowest compared OMol25 entry of this formula, charge and spin) (kJ/mol): 12.9
Lowest unoccupied orbital energy (eV): -0.077
Calculated total energy (hartree): -2511.4428

---

Question: calculated total energy of number 3 (F2H4N2P)?
Answer: -652.8322 hartree